A molecular structure, C29H32MnNO. Source: the Open Molecules 2025 dataset; level of theory: ωB97M-V with the def2-TZVPD basis set.

Last column: natural (NBO) charge in e.
Element x y z (Å)
C  -1.705  -1.512  -2.086  -0.413
C  -1.966  -0.105  -1.923  -0.333
C  -0.695  0.569  -1.806  -0.416
H  -2.931  0.375  -2.014  0.228
C  0.326  -0.436  -1.985  -0.407
C  -0.314  -1.656  -2.338  -0.251
H  1.392  -0.221  -2.055  0.218
C  -2.113  -1.447  1.569  -0.261
C  -2.931  -0.698  0.664  -0.416
C  -2.422  0.647  0.630  -0.351
H  -3.828  -1.043  0.157  0.232
C  -1.225  0.699  1.447  -0.172
C  -1.065  -0.604  2.043  -0.360
H  -0.552  1.645  -1.791  0.239
H  0.156  -2.539  -2.766  0.229
H  -2.470  -2.271  -2.194  0.236
H  -0.269  -0.854  2.754  0.236
H  -2.914  1.494  0.147  0.228
H  -2.314  -2.465  1.881  0.247
Mn  -1.025  -0.720  -0.191  1.133
C  -0.388  1.928  1.810  -0.042
C  -0.162  2.032  3.328  -0.610
C  -1.045  3.238  1.350  -0.612
H  -1.132  2.139  3.830  0.206
H  0.455  2.915  3.540  0.238
H  0.349  1.146  3.717  0.203
H  -2.031  3.338  1.823  0.214
H  -1.157  3.272  0.258  0.203
H  -0.415  4.082  1.668  0.220
C  0.974  1.766  1.081  -0.530
C  2.038  2.847  1.283  0.709
H  0.784  1.705  -0.004  0.236
H  1.450  0.816  1.386  0.241
O  2.072  3.654  2.212  -0.643
N  3.017  2.887  0.314  -0.638
C  3.116  2.083  -0.903  -0.253
H  3.836  3.420  0.570  0.400
C  2.326  2.659  -2.062  0.053
C  2.397  2.056  -3.325  -0.240
H  3.057  1.198  -3.466  0.212
C  1.634  2.546  -4.388  -0.187
H  1.661  2.038  -5.354  0.212
C  0.841  3.690  -4.224  -0.227
H  0.265  4.092  -5.064  0.211
C  0.797  4.316  -2.974  -0.207
H  0.193  5.212  -2.820  0.212
C  1.541  3.806  -1.901  -0.254
H  1.538  4.319  -0.937  0.230
H  2.774  1.057  -0.701  0.220
H  4.173  2.010  -1.195  0.213
C  0.284  -3.048  0.603  -0.837
C  -0.142  -4.252  1.219  0.102
C  -0.583  -5.282  0.330  -0.301
C  -1.106  -6.470  0.824  -0.205
C  -1.175  -6.675  2.216  -0.360
C  -0.679  -5.703  3.105  -0.197
C  -0.139  -4.519  2.627  -0.335
H  0.976  -2.392  1.141  0.175
H  0.319  -3.082  -0.494  0.182
H  -0.435  -5.156  -0.752  0.190
H  -1.457  -7.240  0.119  0.187
H  -1.593  -7.610  2.593  0.185
H  -0.711  -5.886  4.178  0.188
H  0.348  -3.811  3.298  0.191

As for the orbital gap (alpha / beta): 4.45 / 4.73 eV. Its multiplicity is 6. Its energy above the lowest of the compared OMol25 structures with the same formula, charge and spin is 0.796 eV. The value obtained for the LUMO energy (alpha / beta) is 2.524 / 2.521 eV. Its HOMO energy (alpha / beta) is -1.9 / -2.2 eV. As for the expectation value of S²: 8.7705. Its charge is -1.



2 unconnected molecules or ions with the total composition C3H10NO. Source: the Open Molecules 2025 dataset; level of theory: ωB97M-V with the def2-TZVPD basis set.

Last column: natural (NBO) charge in e.
Element x y z (Å)
C  -0.770  -1.057  -0.607  -0.408
N  -1.857  -2.058  -0.999  -0.675
H  -0.309  -1.446  0.293  0.241
H  -1.218  -0.088  -0.413  0.253
H  -0.126  -1.010  -1.469  0.248
H  -1.528  -2.761  -1.665  0.443
H  -2.210  -2.577  -0.188  0.446
H  -2.635  -1.611  -1.484  0.445
C  0.631  1.588  1.711  -0.505
C  1.277  0.893  0.802  0.114
O  1.292  1.165  -0.565  -0.711
H  0.523  1.267  2.740  0.232
H  0.227  2.562  1.444  0.207
H  1.849  -0.007  0.956  0.184
H  1.234  2.132  -0.618  0.487

As for the orbital gap: 8.60 eV. Its energy above the lowest of the compared OMol25 structures with the same formula, charge and spin is 1.405 eV. The value obtained for the LUMO energy is -4.018 eV. Its HOMO energy is -12.6 eV. Its charge is +1.